Model w:
ORCA calculation (ωB97M-V with the def2-TZVPD basis set) on 6 unconnected molecules or ions with the total composition H12O5S2.

Values from the calculation:
- SMILES string = SS.O.O.O.O.O
- LUMO level (eV) = 0.3
- total charge = 0

Last column: Löwdin charge in e.
CARTESIAN COORDINATES (ANGSTROEM)
S (3.03, 0.46, 0.21)  0.238
S (3.49, -0.83, -1.37)  0.260
H (3.57, 1.56, -0.34)  -0.205
H (2.52, -0.42, -2.20)  -0.220
H (-0.62, 3.02, -0.12)  0.052
H (-0.82, 1.49, 0.09)  0.031
O (-0.67, 2.18, -0.57)  -0.049
H (-2.27, -0.27, 1.05)  -0.010
H (-3.28, -0.87, 0.05)  0.036
O (-2.39, -0.51, 0.12)  -0.058
H (-1.08, -1.01, 2.92)  0.064
H (-1.93, 0.05, 3.58)  0.049
O (-1.39, -0.09, 2.80)  -0.050
H (-0.44, -0.29, -2.62)  0.065
H (0.11, 0.80, -1.69)  0.008
O (0.33, -0.05, -2.09)  -0.091
H (0.31, -1.25, -0.49)  -0.025
H (1.21, -2.00, 0.49)  -0.004
O (0.31, -1.94, 0.19)  -0.089


Model x:
ORCA calculation (ωB97M-V with the def2-TZVPD basis set) on 6 unconnected molecules or ions with the total composition H12O5S2.

Values from the calculation:
- SMILES string = SS.O.O.O.O.O
- LUMO level (eV) = 0.1
- total charge = 0

Last column: Löwdin charge in e.
CARTESIAN COORDINATES (ANGSTROEM)
S (-0.65, 3.71, -0.79)  0.228
S (1.28, 4.00, -1.55)  0.228
H (-0.38, 4.43, 0.31)  -0.212
H (1.40, 2.82, -2.19)  -0.213
H (0.07, 2.78, 2.43)  0.030
H (-0.05, 2.85, 3.90)  0.052
O (-0.56, 2.55, 3.13)  -0.053
H (-1.70, -0.31, 1.50)  -0.009
H (-1.58, 0.86, 2.43)  -0.008
O (-1.73, -0.10, 2.44)  -0.076
H (-0.66, -1.40, -1.12)  0.027
H (-0.61, 0.11, -0.75)  0.026
O (-0.95, -0.74, -0.48)  -0.048
H (2.33, -3.60, 0.41)  0.038
H (1.46, -4.81, 0.09)  0.037
O (1.63, -3.90, -0.18)  -0.049
H (0.63, -3.51, -2.65)  0.020
H (-0.33, -2.98, -3.76)  0.037
O (0.41, -2.74, -3.20)  -0.056


Model y:
ORCA calculation (ωB97M-V with the def2-TZVPD basis set) on 6 unconnected molecules or ions with the total composition H12O5S2.

Values from the calculation:
- SMILES string = SS.O.O.O.O.O
- LUMO level (eV) = 0.0
- total charge = 0

Last column: Löwdin charge in e.
CARTESIAN COORDINATES (ANGSTROEM)
S (-3.37, 0.19, -0.66)  0.256
S (-2.88, 1.70, 0.81)  0.247
H (-3.52, -0.74, 0.28)  -0.219
H (-1.56, 1.35, 1.00)  -0.228
H (-0.82, -2.61, 0.17)  0.006
H (-0.70, -2.46, -1.37)  -0.007
O (-0.63, -3.05, -0.65)  -0.036
H (3.02, -1.11, 0.86)  0.065
H (3.18, 0.28, 0.19)  0.111
O (2.48, -0.37, 0.53)  -0.071
H (1.05, -0.54, -1.19)  0.021
H (0.59, 0.04, -2.44)  0.014
O (0.28, -0.17, -1.61)  -0.019
H (0.71, -0.63, 1.12)  0.022
H (-0.45, -0.36, 0.17)  -0.036
O (-0.24, -0.36, 1.11)  -0.119
H (0.52, 3.43, 0.12)  0.027
H (1.04, 2.43, 1.16)  0.021
O (1.31, 2.97, 0.41)  -0.055


Relative calculated energies, zero for the most stable structure, unit eV: model w 0.000; model x 0.625; model y 0.471.


Model w:
ORCA calculation (ωB97M-V with the def2-TZVPD basis set) on a gas-phase ion, C9H15N2O (charge +1).

Values from the calculation:
- SMILES string = COCCCC[n+]1ccccn1
- LUMO level (eV) = -5.0
- total charge = +1

Last column: Löwdin charge in e.
CARTESIAN COORDINATES (ANGSTROEM)
C (4.50, -0.73, -0.22)  -0.093
O (3.32, -0.99, -0.96)  -0.182
C (2.39, 0.06, -0.93)  -0.249
C (1.51, 0.02, 0.32)  -0.186
C (0.40, 1.07, 0.26)  -0.173
C (-0.74, 0.82, 1.26)  -0.076
N (-1.98, 0.33, 0.60)  -0.083
C (-1.95, -0.73, -0.21)  0.034
C (-3.12, -1.18, -0.81)  0.025
C (-4.27, -0.51, -0.53)  0.024
C (-4.20, 0.59, 0.34)  -0.037
N (-3.08, 1.00, 0.88)  0.157
H (4.99, 0.19, -0.57)  0.093
H (4.31, -0.64, 0.86)  0.085
H (5.17, -1.57, -0.38)  0.095
H (2.89, 1.03, -1.01)  0.132
H (1.76, -0.06, -1.81)  0.128
H (1.09, -0.99, 0.41)  0.113
H (2.12, 0.18, 1.22)  0.121
H (0.80, 2.07, 0.45)  0.127
H (-0.01, 1.11, -0.76)  0.120
H (-0.47, 0.07, 2.00)  0.142
H (-1.05, 1.72, 1.78)  0.130
H (-0.98, -1.18, -0.37)  0.147
H (-3.08, -2.03, -1.48)  0.136
H (-5.23, -0.81, -0.95)  0.133
H (-5.08, 1.15, 0.62)  0.135


Model x:
ORCA calculation (ωB97M-V with the def2-TZVPD basis set) on a gas-phase ion, C9H15N2O (charge +1).

Values from the calculation:
- SMILES string = Cn1cc[n+](CCC/C=C/O)c1
- LUMO level (eV) = -3.1
- total charge = +1

Last column: Löwdin charge in e.
CARTESIAN COORDINATES (ANGSTROEM)
C (0.85, -2.35, -0.98)  0.023
C (-0.48, -2.06, -1.09)  -0.007
C (0.29, -1.11, 0.68)  -0.025
C (-1.30, 1.64, -0.64)  -0.204
C (-2.07, 0.80, 0.38)  -0.181
C (-0.05, 2.21, -0.06)  -0.151
C (-2.12, -0.72, 0.17)  -0.099
C (1.14, 2.00, -0.62)  -0.279
C (2.67, -1.89, 0.84)  -0.007
N (1.37, -1.78, 0.16)  -0.044
N (-0.76, -1.21, -0.09)  -0.065
O (2.31, 2.52, -0.31)  0.006
H (1.47, -2.91, -1.60)  0.117
H (-0.99, -2.17, -1.98)  0.127
H (0.25, -0.35, 1.41)  0.156
H (-0.93, 0.89, -1.44)  0.127
H (-1.87, 2.47, -1.00)  0.110
H (-1.48, 0.86, 1.32)  0.102
H (-3.12, 1.23, 0.33)  0.147
H (-0.17, 2.84, 0.83)  0.124
H (-2.70, -0.97, -0.72)  0.134
H (-2.59, -1.27, 1.08)  0.173
H (1.17, 1.24, -1.55)  0.169
H (2.53, -2.22, 1.92)  0.114
H (3.49, -2.57, 0.40)  0.126
H (3.28, -0.89, 0.85)  0.128
H (1.99, 3.29, 0.33)  0.179


Relative calculated energies, zero for the most stable structure, unit eV: model w 0.000; model x 0.561.


Model w:
ORCA calculation (ωB97M-V with the def2-TZVPD basis set) on 6 unconnected molecules or ions with the total composition CH14O6.

Values from the calculation:
- SMILES string = CO.O.O.O.O.O
- LUMO level (eV) = 0.4
- total charge = 0

Last column: Löwdin charge in e.
CARTESIAN COORDINATES (ANGSTROEM)
C (1.70, 0.41, -2.25)  -0.145
O (0.53, -0.15, -1.66)  -0.143
H (1.71, 0.22, -3.34)  0.085
H (2.57, -0.01, -1.75)  0.080
H (1.77, 1.50, -2.15)  0.077
H (-0.14, 0.43, -2.04)  0.027
H (-1.55, 1.96, 0.17)  0.073
H (-0.22, 1.38, 0.68)  0.014
O (-0.59, 1.99, 0.02)  -0.062
H (0.96, -0.60, 1.51)  0.018
H (1.80, 0.54, 1.80)  0.059
O (0.88, 0.28, 1.91)  -0.046
H (-1.01, -3.07, 3.63)  0.013
H (-1.12, -1.63, 3.25)  0.015
O (-1.35, -2.25, 3.95)  -0.037
H (-0.73, 2.26, -1.72)  -0.007
H (-1.43, 2.93, -2.86)  0.047
O (-1.10, 2.07, -2.60)  -0.068
H (-0.71, -2.84, 0.52)  0.044
H (0.06, -1.85, -0.41)  0.018
O (0.15, -2.41, 0.39)  -0.060


Model x:
ORCA calculation (ωB97M-V with the def2-TZVPD basis set) on 6 unconnected molecules or ions with the total composition CH14O6.

Values from the calculation:
- SMILES string = CO.O.O.O.O.O
- LUMO level (eV) = 0.3
- total charge = 0

Last column: Löwdin charge in e.
CARTESIAN COORDINATES (ANGSTROEM)
C (-1.72, -0.15, -1.10)  -0.134
O (-0.80, 0.71, -0.45)  -0.145
H (-1.39, -1.16, -0.90)  0.063
H (-2.73, 0.00, -0.74)  0.082
H (-1.67, -0.02, -2.19)  0.084
H (-0.99, 1.64, -0.61)  0.042
H (0.83, 2.31, 3.00)  0.045
H (1.10, 1.55, 1.65)  0.013
O (0.76, 2.36, 2.04)  -0.048
H (1.14, -0.84, 1.97)  0.072
H (0.28, -0.60, 0.72)  0.026
O (1.14, -0.40, 1.10)  -0.056
H (0.34, -3.62, 0.48)  0.022
H (0.25, -3.69, -1.02)  0.005
O (0.03, -4.20, -0.23)  -0.076
H (-0.40, 3.10, 0.63)  0.004
H (-0.83, 4.44, -0.05)  0.045
O (-0.78, 3.49, -0.16)  -0.057
H (2.09, -1.62, -2.10)  0.050
H (1.85, -1.42, -0.63)  0.018
O (1.49, -1.88, -1.40)  -0.053


Relative calculated energies, zero for the most stable structure, unit eV: model w 0.068; model x 0.000.


Model w:
ORCA calculation (ωB97M-V with the def2-TZVPD basis set) on a gas-phase ion, C9H16N3O2 (charge +1).

Values from the calculation:
- LUMO level (eV) = -3.3
- total charge = +1

Last column: Löwdin charge in e.
CARTESIAN COORDINATES (ANGSTROEM)
C (-0.53, 0.00, -2.43)  -0.434
C (-2.64, 1.12, -1.80)  -0.349
C (0.27, 0.73, -1.31)  -0.037
C (0.12, 0.48, 2.39)  -0.035
C (0.96, -0.74, 2.04)  -0.076
C (0.07, 0.36, 0.13)  -0.179
C (-0.16, 2.52, 1.19)  0.071
C (2.03, -1.21, -0.08)  0.002
C (-0.11, -2.06, 0.30)  0.003
N (-1.85, 0.40, -2.62)  0.155
N (-0.02, 1.25, 1.15)  -0.155
N (0.76, -0.92, 0.62)  -0.277
O (0.03, -0.77, -3.16)  0.113
O (-3.80, 1.30, -1.95)  0.120
H (1.35, 0.55, -1.55)  0.127
H (0.15, 1.83, -1.46)  0.138
H (-0.91, 0.24, 2.49)  0.132
H (0.61, 1.08, 3.28)  0.192
H (1.97, -0.62, 2.25)  0.115
H (0.68, -1.74, 2.51)  0.173
H (-2.07, 1.69, -1.11)  0.113
H (-0.65, 2.83, 2.10)  0.105
H (-0.38, 3.14, 0.39)  0.072
H (2.65, -0.31, -0.07)  0.127
H (2.62, -1.99, 0.35)  0.121
H (1.89, -1.52, -1.10)  0.109
H (-1.15, -2.17, 0.76)  0.154
H (-0.09, -2.28, -0.72)  0.080
H (0.42, -2.97, 0.77)  0.135
H (-2.21, -0.22, -3.36)  0.188


Model x:
ORCA calculation (ωB97M-V with the def2-TZVPD basis set) on a gas-phase ion, C9H16N3O2 (charge +1).

Values from the calculation:
- LUMO level (eV) = -2.7
- total charge = +1

Last column: Löwdin charge in e.
CARTESIAN COORDINATES (ANGSTROEM)
C (-0.67, 1.66, 2.57)  -0.440
C (1.44, 0.64, 2.02)  -0.254
C (-1.19, 1.14, 1.21)  -0.001
C (1.34, 0.15, -1.39)  -0.107
C (1.04, -1.20, -0.79)  -0.090
C (-0.03, 0.46, 0.42)  -0.228
C (0.10, 2.36, -1.08)  -0.073
C (-1.32, -0.95, -0.92)  0.010
C (-0.32, -1.96, 1.04)  -0.002
N (0.63, 1.32, 2.84)  0.178
N (0.51, 1.11, -0.65)  -0.206
N (-0.19, -0.99, -0.05)  -0.339
O (-1.32, 2.39, 3.23)  0.163
O (2.54, 0.20, 2.11)  0.136
H (-2.08, 0.39, 1.38)  0.153
H (-1.72, 1.93, 0.60)  0.134
H (2.35, 0.53, -1.32)  0.133
H (1.21, 0.27, -2.48)  0.138
H (0.96, -2.01, -1.62)  0.182
H (1.86, -1.43, -0.04)  0.159
H (0.52, 3.33, -0.48)  0.151
H (0.36, 2.41, -2.15)  0.102
H (-1.05, 2.43, -1.03)  0.102
H (-1.07, -0.07, -1.63)  0.153
H (-1.40, -1.93, -1.45)  0.136
H (-2.22, -0.73, -0.20)  0.140
H (-0.18, -2.96, 0.50)  0.133
H (0.45, -2.03, 1.85)  0.119
H (-1.39, -2.05, 1.56)  0.158
H (1.04, 1.83, 3.57)  0.161


Relative calculated energies, zero for the most stable structure, unit eV: model w 0.168; model x 0.000.


Model w:
ORCA calculation (ωB97M-V with the def2-TZVPD basis set) on a gas-phase ion, C12H14N3 (charge +1).

Values from the calculation:
- LUMO level (eV) = -4.3
- total charge = +1

Last column: Löwdin charge in e.
CARTESIAN COORDINATES (ANGSTROEM)
C (3.44, 0.64, -1.28)  -0.043
C (3.68, -0.69, -1.00)  -0.047
C (2.14, 1.11, -0.95)  0.011
C (2.80, -1.46, -0.26)  -0.013
C (1.18, 0.32, -0.26)  -0.108
C (-0.03, 0.76, 0.34)  -0.112
C (1.60, -1.03, 0.15)  -0.251
C (-1.63, -1.17, 0.13)  -0.052
C (-1.46, -2.58, 0.28)  -0.115
C (-0.14, -2.79, 0.94)  -0.059
C (-2.82, 0.31, -1.43)  0.010
C (-1.24, 2.45, 1.39)  0.015
N (0.84, -1.94, 0.74)  0.114
N (-2.30, -0.51, -0.63)  -0.003
N (-0.80, 1.79, 0.12)  0.022
H (4.08, 1.29, -1.78)  0.097
H (4.65, -1.00, -1.38)  0.121
H (1.89, 2.18, -0.86)  0.122
H (3.10, -2.52, -0.05)  0.147
H (-2.32, -3.09, 0.83)  0.171
H (-1.17, -2.93, -0.67)  0.128
H (-0.20, 0.21, 1.23)  0.101
H (0.04, -3.65, 1.55)  0.111
H (-2.07, 0.56, -2.26)  0.122
H (-3.79, 0.77, -1.29)  0.088
H (-2.30, 2.66, 1.37)  0.092
H (-0.91, 1.76, 2.13)  0.090
H (-0.79, 3.43, 1.39)  0.096
H (-1.12, 2.16, -0.76)  0.143


Model x:
ORCA calculation (ωB97M-V with the def2-TZVPD basis set) on a gas-phase ion, C12H14N3 (charge +1).

Values from the calculation:
- SMILES string = c1ccc([C@H]2Nn3cccc3C[NH2+]2)cc1
- LUMO level (eV) = -3.2
- total charge = +1

Last column: Löwdin charge in e.
CARTESIAN COORDINATES (ANGSTROEM)
C (-1.15, -1.76, 3.90)  -0.041
C (0.12, -1.66, 3.39)  -0.057
C (-2.15, -1.25, 3.10)  -0.061
C (1.69, 2.83, -2.92)  -0.033
C (0.39, -1.12, 2.11)  -0.032
C (-1.89, -0.67, 1.89)  -0.037
C (1.11, 1.62, -3.42)  -0.073
C (1.51, 2.78, -1.54)  -0.037
C (-0.61, -0.51, 1.41)  -0.210
C (0.62, 0.85, -2.46)  -0.213
C (-0.11, -0.47, -2.35)  -0.046
C (-0.41, -0.01, 0.02)  -0.236
N (0.87, 1.61, -1.30)  -0.082
N (0.61, 1.04, -0.01)  0.109
N (-0.10, -1.08, -1.00)  0.130
H (-1.18, -2.05, 4.97)  0.137
H (0.94, -2.05, 3.89)  0.093
H (-3.17, -1.15, 3.47)  0.123
H (2.14, 3.55, -3.54)  0.084
H (1.35, -1.48, 1.92)  0.102
H (-2.64, -0.20, 1.18)  0.147
H (0.83, 1.45, -4.55)  0.155
H (1.80, 3.50, -0.83)  0.114
H (-1.08, -0.35, -2.75)  0.126
H (0.34, -1.25, -3.04)  0.165
H (-1.34, 0.36, -0.35)  0.150
H (1.47, 0.74, 0.45)  0.146
H (-0.79, -1.79, -0.85)  0.186
H (0.82, -1.48, -0.79)  0.191


Relative calculated energies, zero for the most stable structure, unit eV: model w 3.050; model x 0.000.


Model w:
ORCA calculation (ωB97M-V with the def2-TZVPD basis set) on 2 unconnected molecules or ions with the total composition C2H7N3.

Values from the calculation:
- SMILES string = [H]/N=C\N.C=N
- LUMO level (eV) = 0.8
- total charge = 0

Last column: Löwdin charge in e.
CARTESIAN COORDINATES (ANGSTROEM)
C (-2.40, 0.50, -0.11)  -0.152
N (-2.79, -0.65, 0.28)  0.010
H (-2.99, 1.29, 0.32)  0.043
H (-1.50, 0.86, -0.68)  0.065
H (-2.19, -1.45, 0.03)  0.026
N (1.01, -0.37, 0.79)  0.038
C (1.57, -0.05, -0.53)  -0.310
N (2.66, 0.66, -0.66)  0.042
H (1.42, -0.25, 1.68)  0.067
H (0.44, -1.18, 0.72)  0.035
H (0.84, -0.37, -1.34)  0.118
H (2.85, 0.93, 0.29)  0.018


Model x:
ORCA calculation (ωB97M-V with the def2-TZVPD basis set) on C2H7N3 in the gas phase.

Values from the calculation:
- SMILES string = [H]/N=C(\N)NC
- LUMO level (eV) = 0.9
- total charge = 0

Last column: Löwdin charge in e.
CARTESIAN COORDINATES (ANGSTROEM)
C (1.06, -1.26, -0.64)  -0.121
N (0.78, 0.14, -0.29)  -0.040
C (-0.49, 0.29, 0.29)  -0.542
N (-0.73, 1.64, 0.69)  0.079
N (-1.52, -0.44, 0.02)  0.100
H (0.10, -1.78, -0.74)  0.051
H (1.58, -1.86, 0.13)  0.075
H (1.60, -1.31, -1.61)  0.089
H (1.10, 0.90, -0.86)  0.118
H (0.10, 2.19, 0.89)  0.072
H (-1.30, 1.59, 1.52)  0.078
H (-2.28, -0.10, 0.61)  0.041


Relative calculated energies, zero for the most stable structure, unit eV: model w 1.198; model x 0.000.